[1]
Formula: C6H7F3N2
Source: OMol25
Level of theory: the ωB97M-V functional and the def2-TZVPD basis

XYZ file:
```
18
Properties=species:S:1:pos:R:3:forces:R:3
C -1.994 1.451 -0.283 -1.30 -0.45 0.69
C -1.209 0.456 0.150 1.79 0.57 0.95
C 1.089 -0.206 1.039 0.97 0.77 -0.28
C 0.728 -0.911 -1.495 -0.69 1.54 0.72
C 0.268 0.660 0.202 -0.61 -2.99 -1.76
C 0.770 -0.224 -2.833 0.39 0.55 -2.91
N 2.376 -0.194 1.001 -0.67 -0.77 1.15
N 1.066 -2.000 -1.120 0.62 -0.97 1.03
F 0.794 1.078 -2.681 -0.08 1.08 0.60
F 1.901 -0.515 -3.543 -0.03 -0.52 0.81
F -0.222 -0.445 -3.759 0.05 -0.62 1.53
H -3.080 1.354 -0.283 0.21 -0.26 -0.07
H -1.699 2.478 -0.498 0.61 -0.52 -0.19
H -1.446 -0.544 0.608 -0.65 1.18 -0.94
H 0.498 -0.894 1.609 -0.11 -0.70 0.58
H 0.683 1.566 -0.147 0.42 0.81 -0.45
H 2.752 -0.930 1.654 -0.47 0.90 -0.82
H 1.577 -2.799 -1.487 -0.44 0.40 -0.65
```
Positions in Å, forces in eV/Å.

Computed properties:
* gap between HOMO and LUMO (spin up / spin down): 7.48 / 7.45 eV
* total charge: 0
* HOMO energy (spin up / spin down): -8.0 / -8.1 eV
* max |F|: 3.5 eV/Å
* ΔE to the lowest compared entry with this formula, charge and spin: 432.3 kJ/mol
* molecular weight: 164.1 g/mol
* calculated total energy: -641.77461 Ha
* E_LUMO (spin up / spin down): -0.569 / -0.673 eV

These are the Mulliken partial charges, in e, on atoms 1 to 4:
1. C -0.867
2. C 0.062
3. C -0.034
4. C 0.090

[2]
Formula: C8H10BN3O6
Source: OMol25
Level of theory: the ωB97M-V functional and the def2-TZVPD basis

XYZ file:
```
28
Properties=species:S:1:pos:R:3:forces:R:3
N 3.864 2.607 4.195 -5.06 3.25 -2.80
C 2.982 3.186 3.588 3.11 -1.75 -0.49
O 2.184 3.732 2.520 0.97 -2.91 2.34
C 1.829 2.626 1.656 -0.71 -0.70 -0.17
C 0.573 2.007 1.410 4.65 0.59 -0.25
B -0.871 2.412 2.044 -1.61 0.13 0.84
N -1.105 3.894 2.308 0.83 -1.48 -0.90
O -1.945 1.488 2.332 2.63 1.26 0.23
C 1.022 0.851 0.396 -3.07 -0.37 0.86
O 0.199 -0.026 0.058 4.53 3.23 0.63
O 2.401 1.033 0.039 -0.14 -0.28 0.62
C 3.084 2.022 0.862 0.65 0.63 0.29
O 4.295 2.310 0.887 -5.92 -1.66 -0.46
H -0.303 4.285 2.849 -0.70 -0.16 -0.88
H -1.096 4.313 1.350 0.10 0.13 1.13
H -1.778 0.986 3.161 -0.22 0.19 -0.95
C -1.039 -2.503 -1.260 0.13 -0.25 -0.21
N -1.391 -3.080 -2.542 -0.68 0.44 -0.27
C -0.636 -4.216 -3.032 -0.21 0.03 -0.25
C -2.411 -2.586 -3.302 0.35 -0.28 0.13
O -2.758 -3.023 -4.385 0.23 -0.03 0.26
H -0.003 -2.159 -1.299 -0.11 0.05 0.21
H -1.143 -3.268 -0.486 0.06 0.15 0.13
H -1.686 -1.659 -1.019 0.07 -0.10 -0.10
H -0.180 -3.957 -3.991 0.02 -0.19 0.04
H -1.315 -5.059 -3.183 0.18 -0.04 -0.07
H 0.142 -4.495 -2.319 -0.13 0.12 -0.02
H -2.918 -1.724 -2.838 0.06 0.01 0.10
```
Positions in Å, forces in eV/Å.

Computed properties:
* gap between HOMO and LUMO: 6.67 eV
* total charge: 0
* HOMO energy: -9.1 eV
* max |F|: 6.6 eV/Å
* molecular weight: 255.0 g/mol
* calculated total energy: -951.33251 Ha
* SMILES: N#COC1=C(B(N)O)C(=O)OC1=O.CN(C)C=O
* E_LUMO: -2.426 eV

These are the Mulliken partial charges, in e, on atoms 1 to 4:
1. N -0.374
2. C 0.423
3. O -0.360
4. C 0.378